12
Properties=species:S:1:pos:R:3:forces:R:3:nbo_charge:R:1 method="wB97M-V/def2-TZVPD" de_lowest_kj_mol=487.2 spin_multiplicity=1
N -2.645862 0.161137 0.023765 -2.931 -0.409 -1.746 -0.612
N -1.719976 -0.830374 -0.017001 6.002 2.739 1.053 -0.216
C -0.499459 -0.263160 0.170700 -0.300 -5.048 0.983 0.493
N 0.541825 -1.388754 0.269325 -3.444 1.447 0.744 -0.404
C 1.734865 -1.110891 0.163506 3.195 0.906 -1.085 0.227
N 2.235627 0.192585 -0.304131 -3.438 -0.735 1.428 -0.448
C 1.352293 1.094309 -0.075556 1.601 1.038 1.478 0.369
O -0.075282 1.052861 0.639602 2.575 -3.070 -3.719 -0.506
H -2.186703 0.938807 -0.360932 0.259 2.151 -0.034 0.333
H -3.271016 -0.087152 -0.771175 -0.232 0.170 1.180 0.350
H 2.597381 -1.795972 0.364075 -1.171 0.244 -0.236 0.194
H 1.936309 2.036609 -0.102180 -2.115 0.568 -0.048 0.218

=====

12
Properties=species:S:1:pos:R:3:forces:R:3:nbo_charge:R:1 method="wB97M-V/def2-TZVPD" de_lowest_kj_mol=125.6 spin_multiplicity=1
H 1.886751 -1.788813 0.160235 1.357 1.065 -0.940 0.361
N 2.604825 -1.009529 -0.039107 -1.643 -0.263 1.283 -0.600
C 1.942816 0.076708 0.000274 1.191 -0.858 -0.577 0.256
N 0.545807 0.106751 -0.046931 -3.020 1.546 0.306 -0.247
C -0.236819 1.239898 -0.007358 -1.039 -1.867 -0.418 0.235
N -1.529942 0.916894 -0.057245 1.486 1.053 0.475 -0.538
C -1.520815 -0.446509 -0.050078 2.073 1.778 -0.239 0.596
O -2.645975 -1.090550 0.001214 -2.791 0.899 0.298 -0.626
N -0.335537 -0.981115 -0.091982 1.652 -0.685 0.309 -0.349
H 2.453043 1.084764 0.003271 -0.836 -1.102 -0.171 0.192
H 0.168409 2.224980 0.006125 0.166 0.449 0.038 0.211
H -3.332564 -0.333476 0.121579 1.404 -2.015 -0.365 0.509

=====

12
Properties=species:S:1:pos:R:3:forces:R:3:nbo_charge:R:1 method="wB97M-V/def2-TZVPD" de_lowest_kj_mol=497.0 spin_multiplicity=1
N 0.135230 1.170837 2.144195 -0.217 1.911 -0.350 -0.646
N -0.602127 0.174520 1.556285 0.636 -1.447 0.977 -0.256
C -0.278764 -0.071446 0.370693 0.451 2.883 -1.709 0.380
C -0.470119 -1.177103 -0.474873 -0.387 -0.906 -2.345 -0.208
C 0.007044 -1.268938 -1.756808 1.192 1.212 1.886 -0.091
N 0.781792 -0.094988 -2.153153 -0.399 -2.981 -1.421 -0.190
N 0.931810 0.882763 -1.485863 0.841 2.224 -0.182 0.172
O 0.308934 1.042243 -0.252005 0.310 -0.993 0.019 -0.401
H 0.492361 2.004087 1.528223 -1.350 -2.134 1.673 0.389
H -0.380630 1.382119 2.989632 0.531 0.687 -0.135 0.375
H -1.112544 -1.873293 -0.051149 -0.720 -1.830 0.643 0.232
H 0.187014 -2.170800 -2.415176 -0.888 1.372 0.944 0.245

=====

Listing HOMO-LUMO gap for the structures above in their given order: 8.627; 10.198; 7.990 eV.